# 1
82
Properties=species:S:1:pos:R:3:mulliken_charge:R:1 method="wB97M-V/def2-TZVPD" charge=0 lumo_energy_ev=-1.2 homo_lumo_gap_ev=8.406 homo_energy_ev=-9.7 smiles="O=[N+]([O-])c1ccccc1.O=[N+]([O-])c1ccccc1.O=[N+]([O-])c1ccccc1.O=C1OC[C@@H](F)O1.O=C1OC[C@@H](F)O1.O=C1OC[C@@H](F)O1.O=C1OC[C@@H](F)O1" e_tot_ev=-83732.7585
O 1.2397 -4.0369 -2.7176 -0.56
N 0.0884 -4.5300 -2.6253 1.00
O -0.5569 -4.9903 -3.6004 -0.59
C -0.5372 -4.5487 -1.3240 0.06
C -1.9315 -4.3816 -1.1657 -0.43
C -2.4560 -4.3592 0.1183 -0.53
C -1.6173 -4.5740 1.2418 -0.43
C -0.2653 -4.8662 1.0622 -0.59
C 0.2189 -4.8551 -0.2412 -0.11
H -2.5391 -4.1545 -2.0292 0.39
H -3.4657 -3.9820 0.1868 0.39
H -2.0641 -4.3940 2.2084 0.41
H 0.4022 -5.0761 1.8849 0.49
H 1.2623 -4.9644 -0.4975 0.43
O -0.4950 4.7283 8.6499 -0.52
N -0.6647 3.5256 8.3765 0.84
O -0.8172 2.6356 9.2684 -0.54
C -0.7179 3.0446 6.9242 0.18
C -1.4659 1.9418 6.4867 -0.38
C -1.6503 1.7501 5.1023 -0.61
C -1.0691 2.6252 4.1469 -0.33
C -0.3112 3.6653 4.5626 -0.36
C -0.1728 3.9037 5.9383 -0.58
H -2.0109 1.2750 7.1385 0.43
H -2.2232 0.8381 5.0215 0.47
H -1.1953 2.4386 3.0906 0.45
H 0.1891 4.2871 3.8349 0.53
H 0.4192 4.7259 6.3125 0.41
O 2.8012 3.6538 -4.1444 -0.57
N 2.9606 2.8956 -5.1122 0.95
O 3.0825 3.2793 -6.2775 -0.58
C 2.8106 1.4244 -4.9262 0.09
C 2.7260 0.8950 -3.6399 -0.55
C 2.5509 -0.4609 -3.4473 -0.01
C 2.4494 -1.3545 -4.5421 -0.83
C 2.4355 -0.8076 -5.8332 -0.32
C 2.6760 0.5439 -6.0272 -0.50
H 2.8159 1.5778 -2.8080 0.46
H 2.5357 -0.8922 -2.4573 0.44
H 2.4482 -2.3994 -4.2690 0.45
H 2.3646 -1.4376 -6.7076 0.52
H 2.5990 0.9624 -7.0198 0.43
O 2.4759 7.8233 1.0209 -0.58
C 1.5608 6.9958 0.8364 0.65
O 0.8155 6.4116 1.7499 -0.34
C -0.3382 5.8264 1.1436 -0.06
C 0.2509 5.4217 -0.2010 0.53
F -0.6313 5.6688 -1.1260 -0.30
O 1.3200 6.3795 -0.3798 -0.33
H -0.6524 5.0338 1.8227 -0.11
H -1.1053 6.5949 1.0476 0.29
H 0.5327 4.3703 -0.2592 0.26
O -0.7554 2.4104 -0.0117 -0.58
C -0.5141 1.2283 -0.0173 0.48
O -0.8362 0.4095 0.9845 -0.21
C -0.7588 -0.9350 0.4759 -0.04
C 0.2400 -0.7897 -0.6361 0.26
F -0.1174 -1.5815 -1.6631 0.00
O -0.0107 0.5364 -1.0415 -0.21
H -0.5572 -1.7905 1.1205 -0.14
H -1.6681 -1.2750 -0.0197 0.20
H 1.2195 -1.0074 -0.2104 0.27
O 2.0767 -2.2375 2.2433 -0.55
C 1.3359 -2.2259 3.2048 0.67
O 0.9232 -1.1197 3.8320 -0.32
C 0.0049 -1.4676 4.9112 -0.26
C 0.3021 -2.9685 5.0810 0.41
F -0.8781 -3.5108 5.1243 -0.29
O 0.9252 -3.3021 3.8708 -0.26
H 0.2753 -0.9026 5.8032 0.23
H -1.0122 -1.4047 4.5245 0.17
H 0.7949 -3.2911 5.9982 0.25
O 0.2236 -1.8068 -7.6592 -0.60
C -0.6786 -1.9349 -6.8570 0.76
O -1.0695 -3.0632 -6.3218 -0.31
C -2.4313 -2.8230 -5.8565 -0.50
C -2.2539 -1.4232 -5.2763 0.28
F -1.6447 -1.6077 -4.1051 -0.17
O -1.3431 -0.9509 -6.2795 -0.31
H -3.0645 -2.8532 -6.7432 0.33
H -2.7047 -3.6293 -5.1760 0.20
H -3.1011 -0.7607 -5.0989 0.32

***

# 2
84
Properties=species:S:1:pos:R:3:mulliken_charge:R:1 method="wB97M-V/def2-TZVPD" de_lowest_kj_mol=50.2 charge=0 lumo_energy_ev=0.0 homo_lumo_gap_ev=7.407 homo_energy_ev=-7.5 e_tot_ev=-168849.0202
Zr 0.6341 0.2082 0.0332 0.75
S 4.0008 -0.8159 -2.9609 -0.23
C 2.9076 -0.5438 -1.7680 0.45
S 1.6509 -1.6765 -1.3508 -0.48
S 2.8517 0.9817 -0.9001 -0.57
F 3.9198 1.1755 2.3206 -0.22
C 4.2689 -0.0838 2.5606 0.60
F 4.9792 -0.5506 1.5457 -0.20
F 4.9998 -0.1244 3.6694 -0.22
S 2.7704 -1.1362 2.7806 1.01
O 2.1099 -1.1023 1.4731 -0.16
O 3.2509 -2.3902 3.2407 -0.61
N 1.9376 -0.3406 3.8642 -0.64
S 0.6022 0.2537 3.2819 1.18
O 0.8682 1.1713 2.1535 -0.66
O -0.4147 -0.7284 3.0197 -0.64
C 0.0210 1.3350 4.6939 0.55
F -0.1717 2.5697 4.2378 -0.19
F -1.1228 0.8414 5.1396 -0.22
F 0.9121 1.3583 5.6713 -0.20
I -0.5810 -3.3807 1.1689 0.18
C -1.2256 -4.2381 -0.6526 -0.92
I -2.2915 -2.9184 -1.9300 0.12
H -1.8845 -5.0639 -0.4193 0.51
H -0.3523 -4.5708 -1.1987 0.41
O 0.2159 2.3532 -0.0458 1.01
P -0.2922 3.4914 -0.8965 -0.45
C -1.5498 2.8749 -2.0472 -1.35
P -0.9476 1.4086 -2.9302 0.83
O -0.1103 0.5620 -2.0059 1.47
C 0.0453 1.9677 -4.3109 0.36
C -0.5285 2.6254 -5.3979 -0.67
C 0.2793 3.0870 -6.4226 -0.74
C 1.6547 2.8853 -6.3655 -0.52
C 2.2232 2.2185 -5.2912 -0.49
C 1.4188 1.7568 -4.2580 0.22
C -2.3484 0.5502 -3.6356 0.48
C -3.6726 0.7979 -3.2928 -0.38
C -4.6842 0.0482 -3.8778 -0.79
C -4.3753 -0.9479 -4.7909 -0.42
C -3.0512 -1.1995 -5.1344 -0.72
C -2.0390 -0.4468 -4.5648 -0.57
C 0.9979 4.2933 -1.8378 1.27
C 2.2741 4.3214 -1.2782 -0.87
C 3.3134 4.9286 -1.9630 -0.94
C 3.0807 5.5174 -3.1974 -0.62
C 1.8071 5.5077 -3.7495 -0.80
C 0.7651 4.8980 -3.0701 -0.11
C -1.0916 4.6997 0.1447 0.31
C -1.5188 5.9176 -0.3854 -0.77
C -2.1506 6.8347 0.4335 -0.76
C -2.3514 6.5354 1.7780 -0.57
C -1.9258 5.3257 2.3013 -0.82
C -1.2926 4.3958 1.4865 0.31
H -1.8768 3.6464 -2.7464 1.00
H -2.3948 2.5687 -1.4174 0.46
H -1.6040 2.7617 -5.4532 0.46
H -0.1611 3.5949 -7.2711 0.43
H 2.2817 3.2419 -7.1727 0.43
H 3.2904 2.0437 -5.2475 0.50
H 1.8609 1.2466 -3.4183 -0.49
H -3.9285 1.5424 -2.5529 0.31
H -5.7141 0.2374 -3.6061 0.43
H -5.1672 -1.5356 -5.2368 0.40
H -2.8082 -1.9804 -5.8422 0.42
H -1.0061 -0.6432 -4.8293 0.37
H 2.4575 3.8507 -0.3218 0.59
H 4.3082 4.9260 -1.5387 0.45
H 3.8976 5.9822 -3.7340 0.41
H 1.6255 5.9598 -4.7155 0.44
H -0.2155 4.8771 -3.5299 0.34
H -1.3416 6.1579 -1.4272 0.35
H -2.4825 7.7826 0.0319 0.43
H -2.8462 7.2544 2.4178 0.40
H -2.0901 5.0938 3.3450 0.48
H -0.9789 3.4335 1.8741 -0.06
C -3.5230 -0.7940 1.5314 -0.86
S -2.6630 0.6018 0.9012 0.90
O -2.3128 1.4596 2.0034 -0.61
O -3.4486 1.1996 -0.1546 -0.59
O -1.4088 -0.0227 0.3014 -0.71
H -4.4523 -0.4312 1.9650 0.42
H -2.8889 -1.2522 2.2861 0.20
H -3.7177 -1.4836 0.7123 0.21

***

# 3
74
Properties=species:S:1:pos:R:3:mulliken_charge:R:1 method="wB97M-V/def2-TZVPD" de_lowest_kj_mol=105.1 s_squared=6.013 charge=0 lumo_energy_ev="-0.5 / -0.5" spin_multiplicity=5 homo_lumo_gap_ev="6.965 / 7.012" homo_energy_ev="-7.5 / -7.6" e_tot_ev=-99170.4190
Fe -1.5198 0.1051 0.5312 1.27
C 0.8680 4.0001 0.2826 -1.10
C 1.5693 2.7570 0.7444 0.67
N 2.8709 2.6888 0.6363 -0.65
C 3.5202 1.5706 1.0655 -1.14
C 2.8902 0.5204 1.6586 0.87
C 3.6758 -0.6935 2.0685 -0.99
O 3.4734 -1.8143 1.2040 -0.52
C 1.4776 0.5735 1.7987 0.61
C 0.7861 -0.4727 2.4919 -0.28
N -0.4913 -0.5678 2.5544 0.01
C -1.1185 -1.5588 3.3458 0.19
C -0.4729 -2.5377 4.1025 -0.41
C -1.1875 -3.4858 4.8167 -0.83
C -2.5753 -3.4815 4.8122 -0.64
C -3.2482 -2.5016 4.0976 -0.70
C -2.5100 -1.5681 3.3905 0.58
I -3.4995 -0.0279 2.3853 0.14
C 0.7747 1.6758 1.2723 0.44
O -0.5070 1.7367 1.2110 -1.15
H 1.5680 4.6314 -0.2628 0.36
H 0.4764 4.5608 1.1364 0.35
H 0.0072 3.7557 -0.3393 0.15
H 4.5934 1.5491 0.9111 0.36
H 3.4555 -0.9668 3.1053 0.22
H 4.7372 -0.4648 2.0194 0.46
H 2.5284 -1.9212 1.0296 0.45
H 1.4166 -1.1904 3.0266 0.14
H 0.6084 -2.5741 4.1227 0.36
H -0.6512 -4.2367 5.3829 0.39
H -3.1318 -4.2263 5.3655 0.41
H -4.3292 -2.4610 4.0954 0.43
N -3.1710 -0.9620 -0.9934 -0.14
N -3.5019 -2.3091 -0.8342 -0.60
C -2.5885 -3.1222 -0.2245 0.34
N -2.8391 -4.4368 -0.3403 -0.43
N -1.5510 -2.5286 0.3327 0.33
N -0.6162 -3.3855 0.9314 0.48
O 0.5281 -2.9964 0.9258 -0.42
O -0.9638 -4.4659 1.4113 -0.80
H -4.0053 -0.3953 -0.9459 0.34
H -2.6566 -0.7864 -1.8533 0.34
H -4.0481 -2.7443 -1.5623 0.24
H -3.7406 -4.7300 -0.6740 0.22
H -2.3567 -5.0334 0.3147 0.25
N 0.0725 3.5805 -3.4716 -0.15
C -1.1538 4.1565 -3.4169 0.14
O -1.5175 5.0270 -4.1837 -0.67
C -2.0708 3.6560 -2.3342 0.53
C -3.1351 4.4486 -1.9366 -0.52
C -3.9704 3.9903 -0.9330 -0.75
C -3.7102 2.7498 -0.3751 -0.44
N -2.7026 1.9665 -0.7647 0.01
C -1.9013 2.4219 -1.7318 -0.53
H 0.7200 3.9156 -4.1636 0.23
H 0.4037 2.9541 -2.7581 0.10
H -3.2834 5.4071 -2.4180 0.51
H -4.8059 4.5809 -0.5824 0.42
H -4.3373 2.3702 0.4279 0.29
H -1.0960 1.7487 -2.0092 0.58
N 6.9219 -1.0904 -4.7185 -0.52
C 5.9180 -0.9504 -4.1754 -0.05
C 4.6511 -0.7734 -3.4966 0.60
C 3.9561 -1.8789 -3.0154 -0.90
C 2.7375 -1.7071 -2.3852 -0.21
C 2.1820 -0.4325 -2.2258 0.45
C 2.9066 0.6680 -2.6931 0.04
C 4.1255 0.5036 -3.3256 -0.98
C 0.9157 -0.2742 -1.5556 0.18
C -0.1492 -0.1129 -0.9748 -0.73
H 4.3807 -2.8673 -3.1306 0.44
H 2.1993 -2.5614 -1.9936 0.47
H 2.5166 1.6640 -2.5293 0.39
H 4.6815 1.3609 -3.6811 0.44